Record 1
{"formula": "H5NOSi", "method": "ωB97M-V with the def2-TZVPD basis set", "species": ["N", "O", "Si", "H", "H", "H", "H", "H"], "xyz": [[0.6829, 0.8541, 0.9746], [0.4427, -1.7817, -0.6366], [-0.2598, 0.5023, -0.4287], [0.6637, -0.0098, 1.4913], [0.2303, 1.5695, 1.5559], [-0.4509, -2.2592, -0.8918], [-1.6752, 0.2636, -0.3686], [0.3663, 0.8612, -1.6963]], "nbo_charge": [-1.275, -1.080, 1.489, 0.414, 0.389, 0.442, -0.204, -0.175], "orbital_gap_ev": 9.20, "e_above_lowest_kj_mol": 280.9, "multiplicity": 1, "e_tot_ha": -422.429256, "e_lumo_ev": -0.1696}

---

Record 2
{"formula": "C38H70Cl6O16S5", "method": "ωB97M-V with the def2-TZVPD basis set", "species": ["C", "C", "C", "S", "O", "O", "C", "H", "H", "H", "H", "H", "H", "H", "H", "C", "C", "C", "S", "O", "O", "C", "H", "H", "H", "H", "H", "H", "H", "H", "C", "C", "C", "S", "O", "O", "C", "H", "H", "H", "H", "H", "H", "H", "H", "C", "C", "C", "S", "O", "O", "C", "H", "H", "H", "H", "H", "H", "H", "H", "C", "C", "C", "S", "O", "O", "C", "H", "H", "H", "H", "H", "H", "H", "H", "O", "C", "O", "C", "C", "C", "H", "H", "H", "H", "H", "H", "O", "C", "O", "C", "C", "C", "H", "H", "H", "H", "H", "H", "O", "C", "O", "C", "C", "C", "H", "H", "H", "H", "H", "H", "Cl", "C", "C", "Cl", "H", "H", "H", "H", "Cl", "C", "C", "Cl", "H", "H", "H", "H", "Cl", "C", "C", "Cl", "H", "H", "H", "H"], "xyz": [[2.1333, 5.2998, -4.0296], [1.5309, 4.2996, -2.9643], [0.7242, 3.2785, -3.7709], [1.9337, 2.7751, -5.1250], [1.2601, 2.6060, -6.4150], [2.7203, 1.6961, -4.6092], [2.9785, 4.3375, -5.0335], [2.7276, 6.0912, -3.5729], [1.3311, 5.8136, -4.5593], [0.7981, 4.7791, -2.3152], [2.2921, 3.8605, -2.3195], [-0.1850, 3.7233, -4.1754], [0.3792, 2.3393, -3.3385], [2.9766, 4.7141, -6.0564], [3.9709, 4.0777, -4.6652], [-1.9089, -1.4155, -6.1970], [-0.7690, -0.3533, -6.1582], [-0.3492, -0.0039, -4.7062], [-0.7593, -1.5008, -3.6349], [-1.7542, -1.1756, -2.6096], [0.5232, -2.1224, -3.2603], [-1.4535, -2.4927, -5.1141], [-2.0820, -1.8586, -7.1778], [-2.8402, -1.0079, -5.8038], [-1.0944, 0.5386, -6.6938], [0.0981, -0.8386, -6.6061], [-1.0414, 0.7555, -4.3425], [0.6671, 0.2268, -4.3870], [-2.2915, -3.1613, -4.9170], [-0.5901, -2.9749, -5.5725], [-2.6622, -0.4445, 7.2730], [-2.8840, -1.9551, 7.1970], [-2.3695, -2.3539, 5.8343], [-3.0906, -1.1838, 4.6925], [-4.4669, -1.6708, 4.3293], [-2.2120, -0.7076, 3.6630], [-3.2290, 0.1421, 5.9060], [-1.6024, -0.2406, 7.4260], [-3.2283, 0.0121, 8.0849], [-3.9693, -2.0432, 7.2470], [-2.2379, -2.4815, 7.8995], [-2.6147, -3.3561, 5.4828], [-1.3076, -2.1481, 5.6998], [-4.3144, 0.0540, 5.9545], [-2.8355, 1.0930, 5.5470], [5.5731, 2.3476, -1.2365], [4.4462, 1.5312, -0.6487], [4.5820, 0.0897, -1.1318], [5.6011, 0.0233, -2.6670], [4.8356, -0.6786, -3.7366], [6.9762, -0.4273, -2.3137], [5.6066, 1.9431, -2.6774], [6.4761, 2.0585, -0.6988], [5.4334, 3.4233, -1.1291], [3.5064, 2.0226, -0.9005], [4.4316, 1.3953, 0.4327], [3.6235, -0.3328, -1.4330], [4.9691, -0.7075, -0.4972], [4.6806, 2.2579, -3.1585], [6.4503, 2.2335, -3.3036], [-1.8468, -4.4742, 1.4861], [-3.1839, -5.2506, 1.2449], [-2.9506, -6.3119, 0.1164], [-1.7891, -5.3936, -1.0584], [-2.5288, -4.8496, -2.1807], [-0.6355, -6.2602, -1.2137], [-1.2481, -4.0085, 0.1225], [-1.1739, -5.0572, 2.1150], [-2.0372, -3.5604, 2.0490], [-4.0456, -4.6464, 0.9613], [-3.5756, -5.7136, 2.1506], [-3.8623, -6.6026, -0.4055], [-2.3455, -7.1525, 0.4561], [-1.8497, -3.2722, -0.4105], [-0.2054, -3.7030, 0.0358], [-0.2827, 7.1002, 1.4549], [-1.3478, 6.3924, 1.6010], [-1.6955, 5.8013, 2.7696], [-2.9198, 5.0988, 2.6155], [-3.5149, 5.5070, 1.2323], [-2.3840, 6.0712, 0.4750], [-3.6315, 5.2150, 3.4328], [-2.5393, 4.0807, 2.6976], [-4.2219, 6.3011, 1.4723], [-4.0503, 4.6367, 0.8526], [-2.4167, 7.0148, -0.0695], [-1.7486, 5.3349, -0.0171], [-0.9348, 3.0092, 0.2523], [-0.5235, 1.8191, 0.3056], [0.0479, 1.1769, -0.7994], [0.3373, -0.1795, -0.5216], [0.1585, -0.4684, 0.9870], [-0.5292, 0.8354, 1.4461], [1.3738, -0.3254, -0.8260], [-0.3198, -0.8536, -1.0711], [1.0364, -0.4983, 1.6323], [-0.3017, -1.4303, 1.2133], [-0.0971, 1.3729, 2.2902], [-1.5503, 0.5497, 1.6989], [2.5982, -2.8544, -0.1432], [2.6118, -3.5540, -1.1919], [2.0703, -4.7639, -1.3039], [2.1081, -5.3226, -2.6710], [3.1889, -4.4652, -3.3477], [3.2612, -3.1107, -2.4750], [1.1893, -5.0436, -3.1867], [2.1990, -6.4057, -2.5888], [2.7990, -4.2165, -4.3347], [4.1610, -4.8756, -3.6211], [2.8065, -2.2217, -2.9121], [4.2481, -2.7765, -2.1550], [2.5342, -1.3921, 5.5385], [1.4838, -1.9057, 4.1553], [2.2858, -2.5650, 3.0593], [3.4089, -1.3318, 2.3432], [1.1160, -0.9544, 3.7708], [0.6917, -2.5872, 4.4656], [1.6613, -2.9873, 2.2721], [2.6930, -3.4559, 3.5374], [0.7037, 1.8247, 4.6942], [2.2973, 2.2636, 4.0914], [2.1262, 3.6064, 3.4140], [3.7058, 3.9799, 2.7654], [2.6574, 1.4646, 3.4432], [3.0019, 2.3427, 4.9192], [1.8593, 4.3892, 4.1241], [1.4117, 3.6933, 2.5955], [-4.1371, 0.3776, 0.8063], [-5.3665, 0.0562, 2.0318], [-6.6599, 0.6955, 1.4926], [-6.3993, 2.4397, 1.1016], [-5.0681, 0.2905, 3.0537], [-5.5071, -1.0244, 2.0055], [-7.5468, 0.6072, 2.1201], [-6.9551, 0.2752, 0.5312]], "lowdin_spin": [0.000, 0.000, 0.000, 0.000, 0.000, 0.000, 0.000, 0.000, 0.000, 0.000, 0.000, 0.000, 0.000, 0.000, 0.000, 0.000, 0.000, 0.000, 0.000, 0.000, 0.000, 0.000, 0.000, 0.000, 0.000, 0.000, 0.000, 0.000, 0.000, 0.000, 0.000, 0.000, 0.000, 0.000, 0.000, 0.000, 0.000, 0.000, 0.000, 0.000, 0.000, 0.000, 0.000, 0.000, 0.000, 0.000, 0.000, 0.000, 0.000, 0.000, 0.000, 0.000, 0.000, 0.000, 0.000, 0.000, 0.000, 0.000, 0.000, 0.000, 0.000, 0.000, 0.000, 0.000, 0.000, 0.000, 0.000, 0.000, 0.000, 0.000, 0.000, 0.000, 0.000, 0.000, 0.000, 0.778, 0.068, 0.041, 0.005, 0.022, 0.077, 0.000, 0.000, 0.000, 0.008, -0.001, 0.001, 0.000, 0.000, 0.000, 0.000, 0.000, 0.000, 0.000, 0.000, 0.000, 0.000, 0.000, 0.000, 0.000, 0.000, 0.000, 0.000, 0.000, 0.000, 0.000, 0.000, 0.000, 0.000, 0.000, 0.000, 0.000, 0.000, 0.000, 0.000, 0.000, 0.000, 0.000, 0.000, 0.000, 0.000, 0.000, 0.000, 0.000, 0.000, 0.000, 0.000, 0.000, 0.000, 0.000, 0.000, 0.000, 0.000, 0.000, 0.000], "orbital_gap_ev": [6.87, 2.06], "multiplicity": 2, "e_tot_ha": -7445.363139, "total_charge": 1, "e_lumo_ev": [-4.2226, -9.0274]}

---

Record 3
{"formula": "C22H19NO5S", "method": "ωB97M-V with the def2-TZVPD basis set", "species": ["C", "C", "C", "C", "C", "S", "O", "O", "N", "C", "C", "C", "C", "C", "O", "O", "C", "C", "O", "C", "C", "C", "C", "C", "C", "C", "C", "C", "C", "H", "H", "H", "H", "H", "H", "H", "H", "H", "H", "H", "H", "H", "H", "H", "H", "H", "H", "H"], "xyz": [[-6.5875, -0.2677, -1.6776], [-5.2852, 0.1313, -1.0557], [-4.1612, 0.3495, -1.8448], [-2.9658, 0.7370, -1.2660], [-2.8874, 0.9000, 0.1036], [-1.3545, 1.4486, 0.8574], [-0.9514, 0.5644, 1.9088], [-1.5093, 2.8434, 1.1647], [-0.2346, 1.3680, -0.4236], [0.9433, 0.6200, -0.2687], [2.1610, 1.2473, -0.3390], [3.3245, 0.4836, -0.1684], [4.7286, 0.7880, -0.1618], [5.3101, 2.0984, -0.4031], [4.6884, 3.0984, -0.6705], [6.6565, 2.1103, -0.3052], [5.3690, -0.4015, 0.1113], [6.8081, -0.7276, 0.2520], [4.4845, -1.4017, 0.2662], [3.2407, -0.8787, 0.1000], [2.0128, -1.5655, 0.1619], [1.9140, -2.9461, 0.4084], [0.6912, -3.5599, 0.4210], [-0.4661, -2.8156, 0.1656], [-0.3937, -1.4676, -0.0702], [0.8391, -0.7916, -0.0559], [-3.9963, 0.7105, 0.9200], [-3.8982, 0.9332, 2.3916], [-5.1858, 0.3194, 0.3170], [-6.4240, -0.8550, -2.5777], [-7.1513, 0.6232, -1.9551], [-7.1911, -0.8441, -0.9812], [-4.2215, 0.2173, -2.9146], [-2.0879, 0.9059, -1.8696], [-0.0411, 2.3192, -0.7089], [2.2431, 2.3088, -0.5121], [6.9767, 3.0102, -0.4737], [7.3474, -0.4574, -0.6536], [6.9199, -1.7914, 0.4432], [7.2442, -0.1607, 1.0725], [2.8225, -3.5027, 0.5828], [0.6144, -4.6196, 0.6148], [-1.4253, -3.3117, 0.1519], [-1.2925, -0.9120, -0.2772], [-3.4994, 1.9278, 2.5847], [-3.2008, 0.2217, 2.8310], [-4.8698, 0.8306, 2.8687], [-6.0581, 0.1622, 0.9353]], "nbo_charge": [-0.631, 0.006, -0.230, -0.172, -0.351, 2.298, -0.921, -0.937, -0.860, 0.169, -0.225, -0.076, -0.288, 0.794, -0.602, -0.695, 0.409, -0.668, -0.408, 0.325, -0.086, -0.190, -0.200, -0.237, -0.105, -0.078, 0.033, -0.657, -0.174, 0.220, 0.226, 0.219, 0.216, 0.240, 0.419, 0.239, 0.501, 0.244, 0.234, 0.244, 0.218, 0.214, 0.214, 0.199, 0.242, 0.248, 0.216, 0.204], "orbital_gap_ev": 8.45, "e_above_lowest_kj_mol": 0.0, "multiplicity": 1, "e_tot_ha": -1678.931257, "smiles": "Cc1ccc(S(=O)(=O)Nc2cc3c(C(=O)O)c(C)oc3c3ccccc23)c(C)c1", "e_lumo_ev": 0.6111}

---

no.,F_max (hartree/bohr)
1,0.105
2,0.095
3,0.028